Entry 1:
{
  "formula": "C17H24MnN2Si",
  "method": "ωB97M-V/def2-TZVPD",
  "symbols": ["C", "C", "C", "C", "C", "Mn", "C", "C", "C", "N", "H", "H", "H", "H", "H", "H", "H", "H", "H", "H", "C", "Si", "C", "C", "N", "C", "C", "C", "C", "C", "C", "H", "H", "H", "H", "H", "H", "H", "H", "H", "H", "H", "H", "H", "H"],
  "positions_angstrom": [[-1.17278, -0.93495, -3.44248], [0.25473, -1.18226, -3.42039], [0.89439, 0.02572, -2.98715], [-0.09920, 1.01540, -2.76040], [-1.37379, 0.42991, -2.99675], [-0.52376, -0.87758, -1.53343], [0.95168, -2.23320, -0.78722], [-0.26803, -2.77818, -1.17133], [-1.09714, -3.82616, -1.25278], [-2.07599, -0.98613, -0.90095], [1.96832, 0.20122, -2.97027], [0.75323, -2.11215, -3.68416], [0.09049, 2.06610, -2.52099], [-2.31795, 0.95978, -2.93769], [-1.93666, -1.63678, -3.75265], [1.83634, -2.27501, -1.45217], [-2.85408, -1.36903, -0.33468], [1.23943, -2.27267, 0.27918], [-0.73479, -4.84536, -1.09389], [-2.15245, -3.66408, -1.49138], [-3.04623, 1.01512, 0.99272], [-1.23638, 1.29060, 1.40748], [-0.68266, 2.91437, 0.65396], [-1.17622, 1.39448, 3.27687], [-0.07635, 0.13223, 0.73014], [1.17753, 0.14355, 1.17473], [2.27320, 0.41868, 0.28461], [3.57044, 0.54180, 0.75046], [3.86893, 0.35055, 2.10207], [2.84198, 0.00836, 2.98611], [1.53537, -0.13796, 2.54755], [-3.60867, 1.84227, 1.44440], [-3.44420, 0.08636, 1.40900], [-3.24510, 1.01905, -0.08033], [-1.28873, 3.75086, 1.01668], [0.36116, 3.12238, 0.90904], [-0.75480, 2.87928, -0.43580], [-1.49307, 0.46604, 3.76337], [-0.18299, 1.64155, 3.66318], [-1.85963, 2.18261, 3.61522], [2.04038, 0.57082, -0.77671], [4.35631, 0.78938, 0.03942], [4.89372, 0.46355, 2.46760], [3.06261, -0.15966, 4.04056], [0.73141, -0.43089, 3.22925]],
  "forces_ev_per_a": [[0.942, 0.762, -0.774], [-0.779, 0.496, -0.613], [-0.050, -0.206, -0.404], [-0.352, -0.519, -0.351], [0.654, -0.024, -1.205], [0.531, 1.425, 2.047], [0.111, -0.595, 0.005], [-0.337, -1.707, 0.159], [0.545, 0.792, -0.059], [-0.973, -0.665, 1.483], [-0.325, -0.193, 0.206], [-0.226, 0.289, 0.075], [-0.119, -0.599, 0.244], [0.178, -0.291, 0.190], [0.142, 0.142, 0.194], [-0.726, 0.174, 0.252], [0.751, -0.089, -0.727], [-0.412, 0.267, -0.602], [-0.134, 0.307, 0.071], [0.421, -0.187, -0.032], [0.066, 0.107, -0.061], [-0.571, -0.246, 0.039], [0.174, 0.058, 0.026], [0.171, 0.125, 0.287], [-0.495, 0.699, -1.015], [1.675, -0.412, 0.977], [-0.397, -0.080, -0.060], [-0.108, 0.017, -0.090], [-0.002, 0.055, 0.034], [-0.150, -0.288, 0.125], [-0.278, 0.592, -0.498], [0.075, -0.058, 0.024], [0.074, 0.041, 0.004], [0.075, -0.002, 0.104], [-0.003, -0.106, -0.027], [-0.052, -0.014, -0.006], [-0.054, -0.003, 0.069], [-0.011, 0.036, -0.121], [-0.100, 0.036, -0.049], [0.038, -0.075, -0.088], [0.080, -0.054, 0.621], [-0.086, -0.034, 0.191], [-0.392, -0.051, -0.155], [0.007, -0.008, -0.269], [0.420, 0.089, -0.220]],
  "total_charge": 0,
  "multiplicity": 4,
  "lumo_energy_ev": [0.754, -1.682]
}


Entry 2:
{
  "formula": "C17H24N2O2S",
  "method": "ωB97M-V/def2-TZVPD",
  "symbols": ["C", "N", "C", "N", "H", "C", "C", "C", "C", "C", "C", "H", "H", "H", "H", "H", "H", "H", "H", "H", "H", "H", "S", "C", "H", "H", "C", "C", "H", "O", "C", "C", "C", "C", "C", "C", "O", "H", "H", "H", "H", "H", "H", "H", "H", "H"],
  "positions_angstrom": [[0.25450, -2.72084, -1.88236], [0.50933, -2.66593, -0.53452], [-0.28593, -1.76185, 0.20206], [-1.40031, -1.24123, -0.41598], [-1.37374, -1.26489, -1.54157], [-2.38269, -0.35688, 0.33748], [-1.83150, 1.01793, 0.42398], [-2.69492, 2.13572, 0.85300], [-4.11275, 2.12196, 0.24244], [-4.59917, 0.63895, 0.34860], [-3.76734, -0.08663, -0.34632], [-4.22307, -1.20083, -0.43296], [-3.59649, -0.17293, -1.52740], [-4.74067, 0.44749, 1.42972], [-5.63157, 0.66036, -0.24480], [-4.79483, 2.74441, 0.99985], [-3.95348, 2.28333, -0.64341], [-2.78922, 1.77071, 2.10595], [-2.15182, 3.23005, 0.87260], [-0.79063, 1.18460, 0.85346], [-1.65836, 1.45635, -0.87254], [-2.52379, -0.50743, 1.48122], [-0.26309, -1.65321, 1.93162], [1.59113, -2.93832, 0.17249], [2.04565, -3.68030, -0.78162], [1.60491, -3.23425, 1.03951], [2.65514, -1.97992, -0.10159], [3.32254, -1.32474, 1.22487], [3.77099, -2.38004, 1.73601], [4.23375, -0.45923, 1.21560], [3.67980, 0.77245, 0.44215], [4.24616, 1.87595, 0.51244], [3.77764, 3.05618, 0.04006], [2.57276, 2.77758, -0.76460], [1.96154, 1.60665, -0.90922], [2.57383, 0.74550, -0.27321], [1.95161, -0.65529, -0.72324], [1.10568, 1.57997, -1.24953], [2.14942, 3.82119, -1.19647], [4.11067, 4.10313, 0.23722], [5.24370, 1.88680, 1.41077], [2.34853, -1.16046, 2.20660], [3.34599, -2.05389, -0.79687], [0.45106, -1.92968, -2.43395], [0.73232, -3.46105, -2.41447], [-0.67328, -3.02749, -2.23307]],
  "forces_ev_per_a": [[-0.057, -2.537, -0.122], [-7.536, 3.797, 2.787], [-2.817, -0.917, 0.817], [0.085, 0.038, -1.840], [-0.550, 0.523, 3.788], [-0.032, 1.594, 0.454], [3.946, 3.695, -5.290], [-0.276, 0.994, 5.346], [-1.382, -1.751, 12.624], [-7.641, 7.795, 2.048], [6.201, -12.833, -6.412], [0.695, 1.624, 0.678], [-0.451, 1.940, 2.242], [0.010, -0.535, -0.710], [1.606, -0.230, 1.727], [1.296, -0.648, -2.591], [0.465, 2.842, -9.687], [-0.179, 1.643, -2.923], [-1.302, -2.913, -0.190], [-1.296, -0.823, -0.401], [-0.032, -1.603, 3.036], [0.189, -1.361, -2.102], [0.710, -0.090, -1.322], [6.867, -1.792, -13.016], [-0.585, -0.067, 3.520], [-0.729, -3.584, 8.867], [-1.535, 8.951, 4.698], [-6.034, -9.570, 4.439], [-0.633, 2.518, -1.096], [2.197, 7.052, -3.235], [-0.164, -8.633, 2.059], [9.185, 7.086, 6.445], [-3.303, -0.084, -2.706], [2.137, 9.047, 0.336], [3.570, 6.632, -0.090], [-0.595, -14.043, 0.808], [1.960, 0.786, 2.116], [-8.133, -1.000, -3.936], [0.509, -2.770, 0.773], [-0.068, -1.409, -0.311], [-2.860, 0.037, -3.001], [2.439, -0.065, -3.376], [3.337, -1.415, -3.215], [1.328, 4.554, -2.143], [2.257, -2.058, -0.478], [-2.799, -0.420, 0.587]],
  "total_charge": 0,
  "lumo_energy_ev": 0.533
}


Entry 3:
{
  "formula": "C17H24N2O3",
  "method": "ωB97M-V/def2-TZVPD",
  "symbols": ["C", "C", "C", "C", "N", "C", "C", "C", "C", "C", "O", "C", "C", "C", "C", "C", "C", "C", "N", "O", "O", "C", "H", "H", "H", "H", "H", "H", "H", "H", "H", "H", "H", "H", "H", "H", "H", "H", "H", "H", "H", "H", "H", "H", "H", "H"],
  "positions_angstrom": [[2.06061, -0.64246, -3.08094], [2.36319, -1.76123, -2.09018], [1.16671, -2.67063, -1.80267], [0.10616, -2.09115, -0.85456], [-0.65635, -0.98827, -1.39609], [-1.67180, -1.31507, -2.38064], [-2.90070, -2.01544, -1.79292], [-3.56106, -1.20303, -0.68152], [-4.84932, -1.85676, -0.19855], [-0.60040, 0.29275, -0.94946], [-1.36900, 1.15246, -1.35087], [0.46408, 0.63986, 0.02872], [0.24740, 1.61012, 0.91973], [1.19043, 2.11400, 1.90447], [2.54798, 1.77633, 1.90545], [3.41305, 2.28036, 2.86021], [2.94962, 3.13506, 3.84388], [1.60267, 3.47751, 3.84706], [1.10374, 4.37005, 4.86635], [-0.08044, 4.62774, 4.85935], [1.90036, 4.80599, 5.66971], [0.72811, 2.98227, 2.89305], [1.29873, 0.03408, -2.70593], [2.96103, -0.06478, -3.27873], [1.71233, -1.05956, -4.02334], [3.16476, -2.37864, -2.50388], [2.73690, -1.34160, -1.15314], [1.53204, -3.58882, -1.33642], [0.69947, -2.94994, -2.74824], [-0.59616, -2.89564, -0.60916], [0.57619, -1.78346, 0.08037], [-1.98144, -0.36903, -2.82978], [-1.22365, -1.94450, -3.15412], [-2.63009, -3.00367, -1.41170], [-3.61432, -2.16497, -2.60563], [-3.77134, -0.19821, -1.05044], [-2.86888, -1.10454, 0.15810], [-4.65298, -2.85719, 0.18293], [-5.56556, -1.93673, -1.01338], [-5.30015, -1.26917, 0.59724], [1.41681, 0.14294, -0.05351], [-0.73387, 2.06749, 0.93200], [2.93533, 1.12091, 1.14120], [4.45687, 2.00716, 2.83731], [3.60328, 3.54084, 4.60001], [-0.31032, 3.27657, 2.92863]],
  "forces_ev_per_a": [[0.162, -0.025, 0.171], [-0.198, -0.075, -0.164], [0.068, 0.191, 0.261], [0.261, -0.340, -0.065], [-0.100, 0.014, -0.014], [-0.292, -0.020, -0.239], [0.206, 0.334, 0.150], [-0.132, -0.226, -0.134], [0.201, 0.140, 0.011], [-0.043, 0.050, -0.029], [-0.173, 0.208, 0.038], [0.042, 0.383, 0.236], [-0.239, -0.435, -0.455], [0.482, 0.219, 0.453], [-0.135, 0.069, 0.025], [-0.072, -0.055, -0.066], [-0.267, 0.207, 0.185], [0.573, -0.791, -0.857], [-0.190, 0.343, 0.410], [-0.266, 0.086, 0.024], [0.145, 0.120, 0.196], [0.028, 0.030, 0.047], [-0.040, 0.095, -0.069], [0.042, 0.095, -0.084], [-0.066, -0.002, -0.122], [0.042, 0.031, 0.087], [0.091, -0.026, 0.072], [-0.067, -0.067, -0.038], [-0.029, -0.114, -0.040], [0.048, 0.079, 0.103], [-0.071, -0.069, -0.022], [0.071, -0.181, -0.039], [0.014, 0.060, -0.009], [-0.059, -0.085, -0.037], [-0.014, -0.084, -0.044], [0.074, 0.059, 0.041], [0.036, 0.091, -0.003], [-0.044, -0.121, 0.051], [-0.120, -0.039, -0.057], [-0.115, -0.005, 0.087], [0.136, -0.092, 0.102], [-0.095, 0.023, -0.077], [0.045, -0.076, -0.093], [0.079, -0.012, 0.004], [0.016, 0.013, 0.015], [-0.036, 0.002, -0.012]],
  "total_charge": 0,
  "smiles": "CCCCN(CCCC)C(=O)/C=C/c1cccc([N+](=O)[O-])c1",
  "lumo_energy_ev": -0.687
}


Entry 4:
{
  "formula": "C17H24N2O3S",
  "method": "ωB97M-V/def2-TZVPD",
  "symbols": ["C", "C", "O", "C", "O", "N", "C", "C", "N", "C", "O", "C", "C", "S", "C", "C", "C", "C", "C", "C", "C", "C", "C", "H", "H", "H", "H", "H", "H", "H", "H", "H", "H", "H", "H", "H", "H", "H", "H", "H", "H", "H", "H", "H", "H", "H", "H"],
  "positions_angstrom": [[2.31421, -5.99363, -3.09863], [1.00874, -5.36179, -2.63841], [1.20692, -4.03434, -2.15305], [1.28618, -3.07046, -3.10040], [1.13282, -3.26705, -4.28203], [1.58066, -1.85871, -2.56876], [1.61813, -1.57222, -1.15518], [0.41926, -0.68762, -0.77255], [0.42276, 0.50470, -1.58654], [0.70434, 1.77181, -1.19263], [0.86665, 2.66571, -1.99832], [0.79583, 2.01554, 0.31230], [0.74317, 3.50863, 0.61305], [-0.96590, 4.12463, 0.73446], [-1.58465, 3.41060, 2.23328], [-0.80923, 2.76460, 3.18448], [-1.40031, 2.25717, 4.32976], [-2.76174, 2.38330, 4.55774], [-3.40024, 1.84357, 5.80116], [-3.52992, 3.03871, 3.59879], [-2.95472, 3.54286, 2.45276], [0.36195, 0.20519, -3.00577], [1.54652, -0.67770, -3.40586], [2.13429, -7.02130, -3.40073], [2.71065, -5.44083, -3.94654], [3.04501, -5.98115, -2.29331], [0.29211, -5.33443, -3.46547], [0.58222, -5.90624, -1.79305], [1.59838, -2.50566, -0.59576], [2.54876, -1.03533, -0.93512], [0.46515, -0.44787, 0.28708], [-0.50751, -1.24038, -0.96815], [-0.02241, 1.50692, 0.82441], [1.74444, 1.60214, 0.66777], [1.16608, 4.06612, -0.22394], [1.27342, 3.77212, 1.52651], [0.25623, 2.65321, 3.05756], [-0.77950, 1.75663, 5.05981], [-4.22950, 1.18392, 5.54938], [-3.79696, 2.65909, 6.40540], [-2.68185, 1.28899, 6.39966], [-4.59302, 3.15140, 3.75573], [-3.55477, 4.04914, 1.71203], [0.38649, 1.14999, -3.54953], [-0.57674, -0.31733, -3.21650], [1.45625, -0.99972, -4.44337], [2.48136, -0.12294, -3.27352]],
  "forces_ev_per_a": [[-0.244, 0.320, 0.140], [-0.039, -0.421, -0.328], [0.064, 0.293, 0.080], [0.112, -0.026, 0.166], [-0.118, -0.247, -0.361], [0.080, 0.039, 0.132], [-0.252, -0.067, 0.352], [0.302, -0.225, 0.225], [-0.166, -0.157, -0.283], [-0.100, -0.163, 0.431], [0.094, 0.390, -0.151], [0.045, 0.273, -0.125], [-0.464, 0.039, 0.162], [0.174, 0.048, -0.125], [0.258, 0.050, -0.222], [0.005, 0.063, -0.105], [-0.129, -0.024, 0.081], [0.067, -0.030, 0.005], [-0.034, 0.039, -0.015], [0.091, -0.012, 0.028], [0.102, 0.004, -0.050], [0.241, 0.141, -0.335], [-0.244, 0.093, -0.283], [0.012, -0.134, -0.039], [0.044, -0.011, -0.072], [0.073, -0.053, 0.061], [0.053, -0.034, 0.199], [0.015, 0.077, -0.114], [0.053, 0.135, -0.007], [-0.055, -0.028, 0.063], [-0.043, 0.023, -0.034], [0.053, 0.008, 0.087], [0.133, -0.068, 0.034], [-0.026, -0.109, 0.030], [0.001, -0.015, 0.120], [0.077, -0.029, -0.046], [0.092, 0.002, -0.058], [0.030, -0.055, 0.089], [-0.051, -0.066, 0.062], [-0.040, -0.009, 0.102], [-0.001, -0.047, 0.072], [-0.127, 0.015, 0.009], [-0.134, 0.040, -0.077], [-0.056, -0.158, 0.036], [0.035, 0.000, -0.015], [0.061, 0.085, 0.106], [-0.048, 0.012, -0.030]],
  "total_charge": 0,
  "smiles": "CCOC(=O)N1CCN(C(=O)CCSc2ccc(C)cc2)CC1",
  "lumo_energy_ev": 0.588
}


Entry 5:
{
  "formula": "C17H24N2O4",
  "method": "ωB97M-V/def2-TZVPD",
  "symbols": ["C", "C", "C", "C", "C", "N", "O", "O", "C", "C", "C", "N", "C", "C", "C", "O", "C", "C", "C", "C", "C", "C", "O", "H", "H", "H", "H", "H", "H", "H", "H", "H", "H", "H", "H", "H", "H", "H", "H", "H", "H", "H", "H", "H", "H", "H", "H"],
  "positions_angstrom": [[0.28243, 2.87869, -1.58254], [-0.26148, 1.58731, -2.05456], [-0.24145, 1.31545, -3.48197], [-0.72451, 0.19712, -4.02690], [-1.31115, -0.87396, -3.26333], [-1.63276, -2.08895, -3.86691], [-1.44555, -2.30613, -5.10123], [-2.03900, -3.06007, -3.21094], [-1.46187, -0.60988, -1.88997], [-0.88292, 0.57607, -1.34014], [-1.00567, 0.54529, 0.20275], [0.30415, 0.29209, 0.93764], [1.24205, -0.68525, 0.33569], [1.84279, -1.42236, 1.57918], [2.65652, -2.62293, 1.17540], [2.57999, -0.29344, 2.10540], [1.79957, 0.65364, 2.72890], [2.66146, 1.70737, 3.44222], [1.07025, 1.42190, 1.60791], [-2.15172, -0.54651, 0.22398], [-1.92442, -1.50444, 1.38654], [-3.60052, 0.03304, 0.25868], [-2.05158, -1.38533, -0.93462], [0.16127, 3.71183, -2.31994], [1.36973, 2.72607, -1.40112], [-0.37916, 3.08194, -0.72399], [0.31234, 1.90724, -4.09985], [-0.61559, 0.08853, -5.13451], [-1.45619, 1.53237, 0.62212], [0.73912, -1.29999, -0.32777], [2.03487, -0.20191, -0.20103], [1.06575, -1.83260, 2.30545], [2.54680, -3.47909, 1.87805], [2.28702, -2.98072, 0.22389], [3.72194, -2.39642, 1.03890], [1.04375, 0.09608, 3.38931], [2.08141, 2.56329, 3.90034], [3.27666, 1.26366, 4.21587], [3.49875, 1.99420, 2.72007], [1.71923, 2.03231, 0.90926], [0.34712, 2.12273, 2.00028], [-1.46237, -2.41582, 1.14331], [-1.32383, -0.99789, 2.14697], [-2.84107, -1.84351, 1.82006], [-4.29481, -0.77681, -0.07389], [-3.87510, 0.44095, 1.22270], [-3.66224, 0.85482, -0.48566]],
  "forces_ev_per_a": [[-0.237, 0.122, 0.299], [-1.003, -2.009, -3.329], [-0.258, -0.230, 3.188], [-0.680, -2.452, -1.554], [0.492, 2.472, 0.866], [-0.596, -4.628, -2.853], [0.059, 2.057, 1.860], [0.234, 1.869, 0.760], [0.546, -0.018, -0.177], [0.306, 1.038, 1.153], [-0.052, 1.159, -0.687], [-1.106, 1.039, -1.255], [-0.994, 0.397, 2.814], [-0.885, 0.924, -1.022], [0.985, -0.532, 0.462], [1.772, -2.184, 1.035], [-1.137, 1.787, 0.321], [1.290, -0.232, -0.187], [-1.721, -1.548, -0.943], [-0.063, -0.905, 2.808], [-0.472, 1.174, 1.023], [0.766, -0.073, -1.493], [0.817, 1.258, -1.843], [0.063, -0.919, 0.471], [-0.747, 0.498, 0.504], [1.110, 0.582, 0.252], [1.094, 2.050, -1.558], [-0.194, -0.295, 1.200], [0.840, -1.629, -0.655], [-1.210, -1.439, -1.228], [0.710, 0.258, -0.283], [0.570, 1.222, -0.835], [0.254, 0.715, -0.285], [-0.092, -0.117, -0.320], [-0.223, -0.016, 0.123], [0.793, 1.199, -0.636], [0.662, -0.913, -0.901], [-0.236, -0.274, 0.577], [-1.467, 0.302, 0.628], [-0.178, -1.003, 0.707], [-0.323, 0.154, 0.322], [1.110, -0.948, -0.824], [-0.166, -0.186, 0.041], [-0.860, 0.105, 0.394], [0.499, 0.654, 0.488], [0.045, -0.117, 0.262], [-0.115, -0.371, 0.315]],
  "total_charge": 0,
  "smiles": "Cc1ccc([N+](=O)[O-])c2c1[C@H](N1C[C@@H](C)O[C@@H](C)C1)C(C)(C)O2",
  "lumo_energy_ev": -0.603
}


Number 1: F_max 2.55 eV/Å, E -60190.834 eV. Number 2: F_max 15.63 eV/Å, E -35911.575 eV. Number 3: F_max 1.30 eV/Å, E -27138.706 eV. Number 4: F_max 0.53 eV/Å, E -37977.804 eV. Number 5: F_max 5.47 eV/Å, E -29183.341 eV.